Record 1
Molecular formula: C14H16
Method: DFT, wB97M-V/def2-TZVPD

Each line ends with the Mulliken charge.
Atoms and positions in Å:
C (-2.256, 1.284, -2.349)  -1.446
C (-1.439, 2.008, -1.296)  1.173
C (-0.308, 2.702, -1.674)  -0.667
C (0.651, 3.038, -0.721)  -0.359
C (0.359, 2.839, 0.617)  -0.612
C (-0.852, 2.254, 0.931)  -0.418
C (-1.771, 1.709, 0.050)  -0.696
H (-3.331, 1.223, -2.196)  0.364
H (-1.938, 0.232, -2.373)  0.267
H (-1.987, 1.636, -3.348)  0.389
H (-0.140, 2.697, -2.744)  0.288
H (1.580, 3.516, -1.008)  0.399
H (1.125, 2.878, 1.361)  0.400
H (-1.116, 2.324, 1.981)  0.407
H (-2.731, 1.283, 0.292)  0.509
C (-0.645, -1.003, 1.845)  -1.317
C (0.541, -1.676, 1.179)  0.912
C (1.300, -2.600, 1.902)  -0.462
C (2.166, -3.435, 1.219)  -0.579
C (2.397, -3.162, -0.125)  -0.359
C (1.668, -2.226, -0.839)  -0.572
C (0.669, -1.507, -0.203)  -0.233
H (-0.378, 0.002, 2.041)  0.174
H (-0.908, -1.515, 2.769)  0.433
H (-1.521, -0.938, 1.203)  0.318
H (0.990, -2.660, 2.935)  0.349
H (2.704, -4.257, 1.666)  0.367
H (3.201, -3.716, -0.592)  0.342
H (2.012, -2.094, -1.855)  0.353
H (-0.040, -0.835, -0.669)  0.274

Forces on atoms 1 to 3 (eV/Å):
0.745 -0.364 -0.503
-1.595 -1.861 0.139
0.198 -0.865 0.099

Values from the calculation:
**Frontier orbital gap**: 9.7 eV
**SMILES**: Cc1ccccc1.Cc1ccccc1
**HOMO level**: -8.81 eV
**E**: -543.03421 hartree
**Energy above the lowest of the compared OMol25 structures with the same formula, charge and spin**: 101.49 kJ/mol
**Lowest unoccupied orbital energy**: 0.034 Eh

---

Record 2
Molecular formula: C14H16
Method: DFT, wB97M-V/def2-TZVPD

Each line ends with the Mulliken charge.
Atoms and positions in Å:
C (2.644, 0.868, 0.645)  -1.407
C (2.249, -0.397, 0.047)  1.157
C (2.143, -0.644, -1.334)  -0.556
C (1.736, -1.934, -1.692)  -0.261
C (1.289, -2.942, -0.748)  -0.645
C (1.294, -2.628, 0.603)  -0.482
C (1.759, -1.301, 1.013)  -0.606
H (2.438, 0.944, 1.732)  0.364
H (2.176, 1.685, 0.341)  0.262
H (3.725, 1.158, 0.726)  0.319
H (2.195, 0.112, -2.088)  0.478
H (1.626, -2.142, -2.793)  0.266
H (0.941, -3.862, -1.047)  0.502
H (0.840, -3.361, 1.298)  0.338
H (1.829, -1.129, 2.092)  0.273
C (-0.920, 3.028, -0.296)  -1.360
C (-1.692, 1.761, -0.064)  0.873
C (-1.325, 0.629, -0.794)  -0.219
C (-2.130, -0.566, -0.753)  -0.633
C (-2.902, -0.818, 0.362)  -0.302
C (-3.154, 0.223, 1.296)  -0.320
C (-2.425, 1.409, 1.166)  -0.540
H (-1.589, 3.779, -0.048)  0.497
H (-0.667, 2.964, -1.348)  0.379
H (0.079, 3.068, 0.233)  0.153
H (-0.589, 0.798, -1.581)  0.243
H (-1.778, -1.249, -1.549)  0.315
H (-3.409, -1.772, 0.503)  0.356
H (-3.731, 0.042, 2.337)  0.222
H (-2.652, 2.276, 1.741)  0.334

Forces on atoms 1 to 3 (eV/Å):
3.491 -0.441 3.424
-1.170 -0.832 1.249
-0.791 -2.117 1.284

Values from the calculation:
**Frontier orbital gap**: 9.8 eV
**SMILES**: Cc1ccccc1.Cc1ccccc1
**HOMO level**: -8.82 eV
**E**: -542.98064 hartree
**Energy above the lowest of the compared OMol25 structures with the same formula, charge and spin**: 242.14 kJ/mol
**Lowest unoccupied orbital energy**: 0.035 Eh

---

Record 3
Molecular formula: C14H16
Method: DFT, wB97M-V/def2-TZVPD

Each line ends with the Mulliken charge.
Atoms and positions in Å:
C (0.678, -1.455, 2.758)  -1.458
C (-0.555, -1.129, 1.938)  1.142
C (-1.167, -2.048, 1.120)  -0.659
C (-2.439, -1.697, 0.596)  -0.400
C (-3.200, -0.609, 1.070)  -0.520
C (-2.541, 0.365, 1.821)  -0.364
C (-1.303, -0.016, 2.340)  -0.442
H (0.979, -0.654, 3.435)  0.324
H (1.474, -1.750, 2.064)  0.292
H (0.473, -2.251, 3.481)  0.412
H (-0.883, -3.046, 0.804)  0.375
H (-2.887, -2.458, -0.037)  0.330
H (-4.226, -0.682, 0.752)  0.373
H (-3.012, 1.276, 2.144)  0.419
H (-0.753, 0.726, 2.914)  0.210
C (0.360, 1.734, 0.071)  -0.846
C (1.096, 1.249, -1.140)  0.617
C (0.934, 2.040, -2.320)  -0.654
C (1.595, 1.679, -3.457)  -0.286
C (2.168, 0.388, -3.619)  -0.445
C (2.088, -0.473, -2.557)  -0.593
C (1.798, 0.080, -1.270)  -0.158
H (-0.724, 1.759, -0.108)  0.288
H (0.795, 2.628, 0.507)  0.402
H (0.318, 0.971, 0.843)  -0.093
H (0.303, 2.907, -2.383)  0.363
H (1.568, 2.374, -4.296)  0.327
H (2.648, 0.152, -4.562)  0.378
H (2.440, -1.485, -2.489)  0.360
H (1.976, -0.577, -0.420)  0.307

Forces on atoms 1 to 3 (eV/Å):
0.033 -0.178 -0.313
-0.457 -0.557 2.286
-1.899 0.658 -1.604

Values from the calculation:
**Frontier orbital gap**: 9.7 eV
**SMILES**: Cc1ccccc1.Cc1ccccc1
**HOMO level**: -8.82 eV
**E**: -543.01876 hartree
**Energy above the lowest of the compared OMol25 structures with the same formula, charge and spin**: 142.06 kJ/mol
**Lowest unoccupied orbital energy**: 0.034 Eh

---

Record 4
Molecular formula: C14H16
Method: DFT, wB97M-V/def2-TZVPD

Each line ends with the Mulliken charge.
Atoms and positions in Å:
C (4.062, 1.514, -3.832)  -1.325
C (3.465, 0.858, -2.610)  0.929
C (2.088, 0.740, -2.393)  -0.620
C (1.710, 0.217, -1.170)  0.051
C (2.570, -0.374, -0.259)  -0.623
C (3.937, -0.250, -0.491)  -0.304
C (4.373, 0.440, -1.617)  -0.732
H (4.948, 2.057, -3.509)  0.373
H (3.388, 2.212, -4.328)  0.353
H (4.314, 0.759, -4.580)  0.265
H (1.306, 1.078, -3.053)  0.375
H (0.657, 0.032, -0.962)  0.177
H (2.243, -0.812, 0.673)  0.378
H (4.644, -0.720, 0.171)  0.384
H (5.420, 0.555, -1.866)  0.328
C (-3.889, 1.602, 2.765)  -1.413
C (-3.445, 0.294, 2.212)  0.989
C (-3.789, -0.902, 2.814)  -0.560
C (-3.387, -2.119, 2.246)  -0.244
C (-2.778, -2.155, 1.013)  -0.791
C (-2.335, -0.933, 0.515)  -0.087
C (-2.648, 0.309, 1.050)  -0.648
H (-4.859, 1.676, 3.288)  0.360
H (-4.088, 2.370, 2.011)  0.346
H (-3.236, 2.039, 3.524)  0.279
H (-4.435, -0.878, 3.681)  0.356
H (-3.703, -3.017, 2.765)  0.344
H (-2.695, -3.096, 0.487)  0.392
H (-1.716, -0.884, -0.380)  0.294
H (-2.196, 1.170, 0.590)  0.374

Forces on atoms 1 to 3 (eV/Å):
-0.369 -0.155 -0.012
0.129 0.681 0.124
1.002 -0.007 0.965

Values from the calculation:
**Frontier orbital gap**: 9.9 eV
**SMILES**: Cc1ccccc1.Cc1ccccc1
**HOMO level**: -8.99 eV
**E**: -543.04494 hartree
**Energy above the lowest of the compared OMol25 structures with the same formula, charge and spin**: 73.31 kJ/mol
**Lowest unoccupied orbital energy**: 0.034 Eh

---

Record 5
Molecular formula: C14H16Cl2NNaO7
Method: DFT, wB97M-V/def2-TZVPD

Each line ends with the Mulliken charge.
Atoms and positions in Å:
Na (-0.568, -0.212, -0.502)  0.755
O (2.978, 0.213, -0.423)  -0.638
C (2.476, 1.113, -1.388)  -0.298
C (1.804, 2.330, -0.769)  -1.053
N (0.450, 2.064, -0.280)  0.908
C (0.288, 2.276, 1.144)  -0.754
C (0.860, 1.149, 2.042)  0.599
O (1.088, 1.456, 3.221)  -0.824
O (0.978, -0.007, 1.527)  -0.847
C (-0.563, 2.713, -1.114)  -0.810
C (-2.033, 2.362, -0.760)  0.476
O (-2.853, 3.293, -0.833)  -0.840
O (-2.248, 1.159, -0.466)  -0.718
H (2.280, 0.049, 0.253)  0.439
H (1.774, 0.616, -2.070)  0.066
H (3.341, 1.439, -1.982)  0.394
H (1.773, 3.152, -1.502)  0.428
H (2.428, 2.682, 0.062)  0.348
H (-0.783, 2.302, 1.364)  0.363
H (0.718, 3.232, 1.484)  0.213
H (-0.399, 2.361, -2.139)  0.439
H (-0.450, 3.811, -1.108)  0.251
Cl (-2.169, -1.077, 2.187)  -0.144
C (-0.882, -1.777, 3.151)  0.096
Cl (-0.946, -3.580, 3.165)  -0.248
H (-1.006, -1.462, 4.180)  0.339
H (0.066, -1.451, 2.727)  -0.062
O (-0.018, -0.812, -2.961)  -0.802
C (-0.364, -1.934, -2.538)  0.872
O (-0.611, -2.254, -1.353)  -0.897
C (-0.522, -3.041, -3.585)  -0.089
C (-0.322, -2.767, -4.934)  -0.240
C (-0.483, -3.763, -5.886)  -0.475
C (-0.843, -5.046, -5.497)  -0.306
C (-1.042, -5.327, -4.151)  -0.495
C (-0.883, -4.328, -3.202)  -0.292
H (-0.043, -1.754, -5.193)  0.398
H (-0.328, -3.537, -6.935)  0.347
H (-0.972, -5.825, -6.241)  0.341
H (-1.325, -6.327, -3.840)  0.349
H (-1.034, -4.501, -2.145)  0.410

Forces on atoms 1 to 3 (eV/Å):
0.348 -0.039 0.239
-0.030 -0.087 0.186
0.035 0.063 -0.100

Values from the calculation:
**Frontier orbital gap**: 6.9 eV
**HOMO level**: -2.75 eV
**E**: -2207.41676 hartree
**Energy above the lowest of the compared OMol25 structures with the same formula, charge and spin**: 0.00 kJ/mol
**Lowest unoccupied orbital energy**: 0.154 Eh
**Total charge**: -2

---

Record 6
Molecular formula: C14H16F2N3O5
Method: DFT, wB97M-V/def2-TZVPD

Each line ends with the Mulliken charge.
Atoms and positions in Å:
O (-0.110, 2.920, 0.129)  -0.704
C (-0.534, 2.399, -0.966)  0.313
O (0.230, 2.611, -2.133)  -0.783
C (-1.913, 1.564, -1.100)  0.011
C (-1.664, -0.050, -1.077)  -0.685
C (-1.375, -0.547, 0.437)  -0.632
C (-0.619, -1.998, 0.481)  -0.535
N (0.498, -1.955, 1.487)  -0.443
C (1.683, -2.763, 1.058)  -0.403
C (2.982, -1.903, 0.685)  0.779
C (4.391, -2.148, 1.363)  -0.660
C (5.647, -1.295, 0.920)  -0.413
C (5.558, -0.197, -0.197)  -0.405
C (4.170, 0.071, -0.863)  -0.310
C (2.908, -0.778, -0.425)  -0.004
O (1.684, -0.467, -1.094)  -0.468
N (-2.883, 1.851, 0.001)  0.029
N (-3.973, 2.634, -0.417)  -0.070
C (-4.644, 3.109, 0.840)  0.500
O (-4.829, 4.333, 1.080)  -0.472
F (-5.154, 2.207, 1.841)  -0.221
C (-4.937, 1.850, -1.247)  0.631
O (-5.788, 1.071, -0.777)  -0.451
F (-4.829, 1.975, -2.681)  -0.241
H (-2.317, 1.800, -2.155)  0.242
H (-0.802, -0.248, -1.802)  0.301
H (-2.603, -0.582, -1.468)  0.307
H (-2.380, -0.616, 0.993)  0.295
H (-0.704, 0.213, 0.990)  0.348
H (-0.286, -2.245, -0.585)  0.323
H (-1.434, -2.783, 0.751)  0.370
H (0.116, -2.473, 2.308)  0.257
H (1.411, -3.376, 0.117)  0.241
H (2.020, -3.528, 1.864)  0.290
H (4.528, -2.939, 2.183)  0.228
H (6.685, -1.438, 1.402)  0.262
H (6.440, 0.426, -0.571)  0.290
H (4.034, 0.862, -1.686)  0.370
H (1.221, 0.219, -0.537)  0.173
H (-2.426, 2.215, 0.851)  0.342

Forces on atoms 1 to 3 (eV/Å):
-2.446 -2.125 -1.674
4.663 2.648 -2.815
-4.226 -1.913 4.471

Values from the calculation:
**Frontier orbital gap**: 6.8 eV
**SMILES**: O=C([O-])[C@@H](CCCNCc1ccccc1O)NN(C(=O)F)C(=O)F
**HOMO level**: -4.58 eV
**E**: -1283.02805 hartree
**Lowest unoccupied orbital energy**: 0.082 Eh
**Total charge**: -1

---

Record 7
Molecular formula: C14H16F6NO6S2
Method: DFT, wB97M-V/def2-TZVPD

Each line ends with the Mulliken charge.
Atoms and positions in Å:
C (-1.026, 0.767, 0.959)  -1.733
C (-0.375, 0.991, -0.365)  1.185
C (-0.897, 0.591, -1.537)  0.949
C (-2.208, -0.101, -1.725)  -1.455
C (-3.478, 0.730, -1.491)  -1.163
C (-3.551, 2.112, -2.163)  0.811
C (-3.011, 3.220, -1.266)  -1.508
C (-2.938, 2.170, -3.571)  -1.579
C (-0.079, 0.747, -2.769)  0.464
O (-0.332, 0.138, -3.805)  -0.632
C (1.081, 1.664, -2.736)  -0.699
C (1.593, 2.066, -1.572)  -0.854
C (0.981, 1.612, -0.304)  0.441
O (1.574, 1.704, 0.775)  -0.629
H (-0.820, -0.241, 1.304)  0.352
H (-0.562, 1.421, 1.687)  0.440
H (-2.083, 0.984, 0.946)  0.296
H (-2.237, -0.949, -1.044)  0.453
H (-2.256, -0.507, -2.723)  0.494
H (-3.702, 0.865, -0.439)  0.420
H (-4.297, 0.139, -1.892)  0.368
H (-4.609, 2.336, -2.274)  0.554
H (-3.592, 3.228, -0.350)  0.379
H (-1.967, 3.067, -1.022)  0.158
H (-3.133, 4.186, -1.745)  0.473
H (-2.843, 1.180, -3.999)  0.334
H (-1.983, 2.682, -3.562)  0.318
H (-3.599, 2.725, -4.227)  0.399
H (1.537, 1.964, -3.663)  0.473
H (2.465, 2.689, -1.488)  0.487
C (3.576, -4.830, 4.715)  0.649
F (3.098, -5.729, 5.575)  -0.226
F (4.433, -4.049, 5.376)  -0.239
F (4.258, -5.488, 3.774)  -0.239
S (2.188, -3.861, 3.995)  1.013
O (1.583, -3.205, 5.120)  -0.647
O (1.388, -4.833, 3.304)  -0.649
N (3.088, -2.940, 3.072)  -0.382
S (2.380, -1.847, 2.171)  1.069
O (1.819, -0.730, 2.877)  -0.625
O (1.616, -2.356, 1.065)  -0.666
C (3.928, -1.205, 1.407)  0.646
F (4.576, -2.165, 0.739)  -0.246
F (4.763, -0.713, 2.326)  -0.252
F (3.654, -0.230, 0.542)  -0.199

Forces on atoms 1 to 3 (eV/Å):
0.403 0.360 0.110
-0.211 -0.231 -0.008
0.402 0.223 -0.265

Values from the calculation:
**Frontier orbital gap**: 7.3 eV
**HOMO level**: -6.38 eV
**E**: -2444.89436 hartree
**Energy above the lowest of the compared OMol25 structures with the same formula, charge and spin**: 20.01 kJ/mol
**Lowest unoccupied orbital energy**: 0.033 Eh
**Total charge**: -1